{"formula": "C3H4FO2Si", "method": "ωB97M-V/def2-TZVPD", "symbols": ["C", "F", "H", "C", "O", "C", "O", "H", "H", "H", "Si"], "coordinates": [[0.679, 0.521, -2.214], [2.025, 0.238, -2.395], [-1.069, -1.256, 0.052], [0.397, 0.844, -0.920], [-0.603, -1.271, 3.806], [-0.717, -0.903, 2.660], [-1.327, 0.048, 2.104], [-0.020, 0.275, -2.916], [1.138, 1.278, -0.223], [-0.588, 1.115, -0.831], [0.085, -0.889, 0.878]], "forces_ev_per_angstrom": [[2.615, 0.782, 4.731], [-0.564, -0.109, -1.210], [-0.682, -0.953, -0.465], [2.313, 1.045, -1.888], [-0.487, -0.088, 0.863], [1.549, -1.749, -0.837], [-0.307, 1.774, -0.706], [-1.145, -0.911, -2.097], [-0.576, -0.480, -0.890], [-2.373, 0.561, 0.907], [-0.344, 0.128, 1.592]], "orbital_gap_ev": 6.26, "e_lumo_ev": 3.854, "charge": -1}

---

{"formula": "H80O40", "method": "ωB97M-V/def2-TZVPD", "symbols": ["H", "H", "H", "O", "H", "O", "H", "H", "H", "O", "H", "O", "H", "H", "O", "H", "O", "H", "H", "H", "H", "O", "H", "H", "H", "O", "H", "O", "H", "H", "H", "H", "H", "H", "O", "O", "H", "H", "H", "O", "O", "O", "O", "H", "O", "H", "H", "H", "H", "O", "O", "H", "H", "H", "O", "H", "H", "H", "O", "H", "H", "H", "H", "H", "H", "H", "H", "O", "H", "H", "H", "H", "O", "H", "H", "H", "O", "H", "H", "H", "H", "H", "H", "H", "H", "O", "O", "O", "H", "O", "H", "O", "H", "H", "O", "O", "H", "O", "O", "H", "H", "H", "O", "H", "H", "O", "H", "O", "H", "H", "H", "H", "O", "O", "O", "H", "O", "O", "H", "H"], "coordinates": [[-4.712, 3.824, -2.486], [1.226, 3.561, -3.092], [-1.150, 3.859, -4.664], [-4.295, 2.408, 3.711], [-5.827, 1.200, -3.205], [-3.001, -0.171, 5.386], [-2.030, 3.240, 1.261], [6.041, 1.767, -2.522], [-2.680, -3.014, 5.388], [1.605, 4.701, 2.319], [2.244, -4.124, 2.881], [2.994, -4.568, 2.503], [-3.656, -0.236, 6.056], [3.636, -1.204, 0.409], [5.422, -1.538, 2.872], [-2.089, -0.242, 5.600], [-1.813, 1.207, -3.439], [0.505, -2.635, 5.545], [-0.228, -3.322, -4.512], [0.642, -2.868, 4.162], [0.623, 0.614, -4.273], [0.505, -3.837, -1.012], [-2.675, 4.417, 2.109], [-0.101, 1.482, -0.128], [-2.029, -4.146, -1.079], [2.021, 0.212, -2.551], [-3.912, -2.720, -2.765], [0.290, -0.637, 0.284], [-0.111, 3.590, 0.299], [-4.492, -3.579, -1.812], [4.004, 2.616, -1.734], [0.456, -4.805, 1.352], [4.811, 1.262, -3.335], [2.159, 0.082, 2.421], [0.434, 2.449, 4.910], [-2.292, 0.720, 0.633], [0.004, -3.431, -1.749], [-4.268, 1.914, 4.513], [5.478, -0.996, -1.563], [-0.315, 4.433, -0.115], [2.798, -4.895, -3.440], [2.996, -1.929, 0.490], [-5.228, -0.513, -0.191], [0.148, -1.853, -4.857], [-5.903, 0.252, -3.333], [-5.793, -0.442, 0.582], [-5.086, 0.241, -0.792], [5.071, -1.361, -2.958], [3.771, -2.714, -1.127], [-1.268, 0.880, 3.412], [0.962, 2.818, -3.813], [2.527, 4.503, 2.507], [0.318, -4.776, -0.987], [1.712, 1.279, 0.272], [-4.023, -3.692, -2.662], [-2.833, 0.846, 1.422], [3.202, -4.028, -3.380], [-2.324, -4.609, -2.417], [-1.513, -1.367, -2.019], [-4.097, 1.863, 2.971], [-2.774, -1.769, 1.353], [-5.173, -0.345, 3.430], [1.182, 4.239, 3.071], [2.448, 3.766, -1.287], [0.719, 1.499, 4.792], [2.722, -2.012, 1.428], [-5.147, 0.198, -3.946], [1.695, -0.682, 2.858], [-1.486, 4.339, -3.073], [0.953, -1.123, -0.200], [-0.720, 1.081, 4.203], [-2.114, -3.552, 4.024], [5.365, 2.825, 1.482], [-0.532, -0.745, -0.195], [3.271, -4.268, 1.628], [5.190, 3.231, 2.324], [-0.093, -4.433, 2.053], [-3.674, -0.097, 3.590], [1.900, -5.099, -3.264], [-0.544, -3.622, 1.706], [-3.696, 3.103, -3.114], [-0.374, 4.989, 0.665], [1.371, 0.936, -2.433], [-3.370, -2.317, 2.678], [-1.059, 1.951, -1.139], [5.109, 2.043, -2.799], [-1.893, -3.333, 4.922], [-2.915, -2.561, 1.887], [-1.269, 1.876, -2.999], [3.874, -2.281, -1.981], [2.941, 1.840, -1.300], [2.073, 1.445, 1.149], [4.900, -0.885, 3.320], [-0.839, 0.029, 3.167], [3.443, 2.640, -0.934], [-0.104, 1.694, -1.096], [1.244, 1.550, 1.678], [5.538, -0.607, -2.474], [0.794, -0.236, -4.701], [-1.473, 1.025, -4.312], [2.484, 0.401, -3.351], [1.756, -0.213, -4.639], [1.751, 4.305, -1.815], [1.756, 2.643, -4.342], [-0.609, -1.634, -2.073], [-1.983, -4.955, -1.615], [3.080, -1.819, -2.297], [-1.722, 3.933, -3.894], [1.162, 4.731, -1.109], [-2.683, -0.161, 0.533], [5.255, -1.431, 1.899], [1.291, -1.005, 2.012], [-1.808, 4.001, 1.885], [-0.366, -2.399, -4.247], [0.586, -2.100, 4.744], [-0.339, 2.622, 5.444], [-4.359, -0.258, 2.934], [-4.529, 2.892, -2.667], [4.566, 2.823, 0.905], [-1.632, -0.700, -2.727]], "forces_ev_per_angstrom": [[-0.954, -0.125, 0.445], [-0.202, -1.441, -0.748], [0.774, 0.561, 1.060], [-0.541, 2.294, 0.073], [-0.428, 0.611, 0.553], [-1.164, 0.402, -2.113], [0.196, 1.589, 1.310], [-2.008, 0.462, -0.448], [0.189, -0.245, -0.546], [-0.249, -0.605, 0.900], [-0.478, 0.554, -0.486], [1.085, -1.000, -0.038], [0.086, -0.246, 1.446], [-0.471, -0.056, 0.386], [0.297, -0.519, -1.746], [0.831, -0.310, 0.924], [-0.547, -0.784, 0.717], [-0.280, 0.542, 0.470], [-0.153, 0.368, -0.018], [-0.100, 0.366, -0.827], [-0.718, 0.055, -0.047], [0.471, 1.193, -0.148], [0.904, -0.690, -0.179], [0.126, -0.414, -1.172], [0.009, -0.483, 0.168], [0.074, 0.165, 1.880], [0.388, -0.700, -0.778], [0.104, 0.086, 0.843], [0.306, -0.079, -0.280], [0.048, -1.039, -0.194], [1.236, 0.686, 0.186], [-0.193, 0.358, 0.012], [0.701, 0.915, 1.033], [-0.200, -0.698, 0.733], [1.548, -0.687, -0.805], [-0.765, -0.692, 0.607], [0.243, -1.038, 0.517], [0.308, -0.788, 0.491], [0.146, 0.814, -1.328], [0.243, 0.254, -0.438], [2.222, -1.313, -0.986], [-0.058, -0.162, 0.249], [1.076, -0.938, -0.533], [-0.132, -0.052, 0.242], [0.918, 0.190, -0.646], [0.006, 0.992, -0.453], [-0.878, -0.143, 0.889], [1.190, 1.470, 0.999], [-0.961, 0.044, -0.049], [1.073, -1.244, 0.508], [0.661, 0.589, 0.644], [0.239, 0.167, -0.350], [-0.563, -0.111, -0.476], [0.257, -0.196, -0.126], [-0.770, 2.121, 0.700], [0.294, 1.127, 0.593], [-1.131, 0.279, 0.574], [-0.961, 0.220, -1.426], [-1.242, 0.620, 0.625], [0.156, -1.010, -0.405], [-0.369, -0.315, 0.528], [-0.253, 0.056, 0.112], [-0.161, 0.345, -0.500], [-1.108, 0.736, -0.950], [-0.555, 1.595, 0.909], [0.611, 0.312, -0.381], [-0.348, -0.695, 0.160], [0.459, 0.634, -1.922], [1.434, 0.640, -0.055], [0.510, -0.458, -0.336], [-1.051, 0.358, -1.044], [-0.329, -0.146, -0.608], [-0.187, -0.447, -1.121], [-0.462, -0.018, -0.431], [-0.628, 0.371, 0.423], [-0.448, 0.219, 0.207], [-0.415, 1.034, 0.151], [0.394, -0.059, 0.594], [-1.053, 1.027, 0.524], [0.578, -1.165, 0.067], [0.541, -1.062, -0.498], [-0.229, 0.307, 0.201], [-0.043, -0.175, -0.043], [-0.575, 0.799, 0.447], [0.949, -0.301, -0.271], [1.611, -1.160, -1.004], [-0.058, 0.167, 1.168], [1.043, -0.771, -1.026], [0.131, -0.111, -0.947], [-0.251, -0.773, -1.019], [0.363, 1.109, 1.442], [-1.057, 0.475, 0.835], [-0.478, 0.528, 0.155], [-0.436, 0.445, -0.242], [-0.974, -2.198, -1.008], [-1.331, 0.526, 1.438], [0.870, 0.012, -0.374], [-0.167, -1.493, -0.174], [0.590, 1.147, -0.896], [0.284, 0.400, -0.306], [0.674, 0.559, -0.236], [-0.314, -0.751, -0.658], [0.028, 0.727, 1.510], [-0.248, 0.531, 0.186], [0.862, -0.148, -0.653], [1.110, -0.130, 1.514], [-0.041, -0.365, 1.076], [-2.305, -0.770, -0.663], [0.665, -1.013, -1.351], [0.250, -0.102, -1.490], [0.238, -0.018, 1.656], [-0.390, 0.207, 1.073], [-1.596, -1.007, -0.420], [0.050, -1.210, -0.145], [0.299, -0.853, 0.618], [-0.195, -0.625, 0.303], [0.054, -0.253, -0.741], [0.488, 1.113, -0.069], [0.538, 0.114, 0.791], [0.171, -0.191, 0.505]], "orbital_gap_ev": 10.01, "e_lumo_ev": -0.696, "charge": 0}

---

{"formula": "C5H9NO", "method": "ωB97M-V/def2-TZVPD", "symbols": ["H", "N", "H", "H", "C", "C", "H", "C", "H", "H", "H", "O", "H", "C", "C", "H"], "coordinates": [[1.848, -0.327, 1.928], [1.292, 1.955, -0.820], [-1.796, -0.810, 1.341], [-0.550, -1.410, 2.457], [0.489, 1.472, 0.089], [-0.124, 0.251, -0.423], [0.501, 1.932, 1.074], [-0.554, -0.142, -1.787], [-0.868, -2.230, 0.920], [0.813, 2.371, -1.620], [-1.133, 0.661, -2.244], [1.517, -0.700, 1.099], [-1.173, -1.037, -1.717], [-0.805, -1.256, 1.408], [0.235, -0.407, 0.726], [0.308, -0.322, -2.432]], "forces_ev_per_angstrom": [[-0.461, 0.003, 0.027], [1.046, 3.143, 0.447], [0.046, 0.090, 0.056], [-0.062, -0.128, 0.059], [-0.280, 0.440, -3.887], [0.640, 2.830, 1.736], [0.079, -0.945, 0.460], [-0.282, 0.295, 0.190], [0.060, -0.290, 0.070], [0.174, -1.189, -0.631], [-0.089, -0.058, -0.053], [0.946, 0.464, -0.250], [0.046, -0.034, -0.194], [0.099, -0.169, 0.180], [-1.959, -4.253, 1.777], [-0.003, -0.197, 0.012]], "orbital_gap_ev": [7.68, 7.09], "e_lumo_ev": [0.151, 0.028], "charge": 0}

---

{"formula": "C5H6O", "method": "ωB97M-V/def2-TZVPD", "symbols": ["C", "H", "C", "H", "C", "H", "H", "O", "C", "C", "H", "H"], "coordinates": [[1.080, 0.487, 0.054], [-2.236, -0.022, -1.877], [-1.482, 0.691, 0.111], [3.145, -0.119, -0.078], [2.219, -0.327, 0.453], [1.930, -1.371, 0.275], [-1.565, 0.243, 1.106], [-1.670, -1.563, -0.702], [-0.041, 0.919, -0.055], [-1.845, -0.387, -0.906], [-2.124, 1.572, 0.053], [2.373, -0.193, 1.528]], "forces_ev_per_angstrom": [[-0.538, 0.134, 0.013], [0.030, -0.078, 0.033], [-0.147, -0.036, 0.102], [-0.017, 0.046, -0.004], [0.159, -0.011, 0.017], [0.204, 0.155, 0.034], [-0.279, 0.098, -0.063], [-0.217, 0.633, -0.089], [0.516, -0.494, 0.237], [0.029, -0.323, 0.063], [0.100, -0.059, -0.195], [0.160, -0.066, -0.148]], "orbital_gap_ev": 10.49, "e_lumo_ev": 1.015, "charge": 0, "smiles": "CC#CCC=O"}